[1]
The following is a DFT calculation (ωB97M-V/def2-TZVPD) of a 4-piece molecular cluster, C24H49B2F9O11 overall.

Geometry as XYZ:
```
95
Properties=species:S:1:pos:R:3
O 3.49 -4.05 1.49
B 2.84 -2.95 0.69
O 3.56 -1.76 0.20
B 1.22 -3.11 0.41
C 0.45 -4.49 -0.09
C -1.08 -4.25 -0.65
C -2.10 -3.54 0.41
F -1.74 -3.93 1.83
F -2.00 -2.07 0.27
C -3.62 -4.15 0.17
F -3.90 -4.44 -1.28
F -3.60 -5.51 0.83
C -4.81 -3.31 0.92
F -6.04 -4.17 0.92
F -4.51 -3.08 2.38
C -5.16 -1.84 0.29
F -4.73 -1.63 -1.11
F -4.56 -0.73 1.09
F -6.66 -1.68 0.30
H 2.73 -4.71 1.69
H 3.50 -1.06 0.95
H 0.54 -2.16 0.62
H 1.08 -4.88 -1.03
H 0.51 -5.38 0.70
H -1.53 -5.34 -0.86
H -1.13 -3.69 -1.69
C 6.11 4.41 1.19
O 4.72 4.24 1.01
C 4.10 5.38 0.41
C 2.78 4.98 -0.25
O 2.95 4.35 -1.53
C 3.44 3.01 -1.50
C 2.39 2.00 -1.02
O 2.31 2.01 0.40
C 1.07 1.48 0.87
H 6.32 5.26 1.84
H 6.52 3.50 1.65
H 6.60 4.55 0.22
H 4.77 5.81 -0.35
H 3.91 6.11 1.20
H 2.21 5.89 -0.45
H 2.16 4.36 0.41
H 4.37 2.93 -0.93
H 3.70 2.77 -2.54
H 2.69 0.99 -1.33
H 1.42 2.24 -1.47
H 0.24 2.08 0.50
H 1.07 1.52 1.96
H 0.96 0.44 0.55
C 10.42 0.90 -1.65
O 9.93 1.90 -2.53
C 10.77 2.08 -3.67
C 9.99 2.72 -4.82
O 9.17 1.78 -5.53
C 7.99 1.35 -4.85
C 6.90 2.43 -4.79
O 7.18 3.36 -3.74
C 6.52 4.60 -3.93
H 11.41 1.17 -1.27
H 9.72 0.81 -0.81
H 10.45 -0.07 -2.16
H 11.18 1.11 -4.00
H 11.60 2.73 -3.37
H 10.72 3.09 -5.55
H 9.41 3.58 -4.49
H 8.22 0.95 -3.86
H 7.60 0.51 -5.44
H 5.93 1.97 -4.57
H 6.85 2.94 -5.76
H 6.85 5.07 -4.86
H 6.78 5.26 -3.10
H 5.43 4.45 -3.95
C -8.32 -2.83 5.57
O -8.97 -2.17 4.49
C -8.48 -2.61 3.22
C -9.52 -2.34 2.13
O -10.57 -3.31 2.10
C -11.53 -3.23 3.16
C -12.48 -2.04 3.00
O -11.85 -0.84 3.46
C -12.46 0.33 2.92
H -7.24 -2.61 5.56
H -8.75 -2.45 6.51
H -8.49 -3.90 5.52
H -8.25 -3.68 3.25
H -7.57 -2.05 3.01
H -9.02 -2.42 1.16
H -9.92 -1.32 2.19
H -11.05 -3.24 4.13
H -12.12 -4.14 3.08
H -13.37 -2.20 3.62
H -12.78 -1.94 1.95
H -12.38 0.33 1.83
H -11.93 1.20 3.31
H -13.51 0.38 3.23
```

The SMILES is OB(O)BCCC(F)(F)C(F)(F)C(F)(F)C(F)(F)F.COCCOCCOC.COCCOCCOC.COCCOCCOC. The HOMO energy comes out at -0.3356 hartree. For the energy, the calculation gives -2719.64846 hartree.


[2]
The following is a DFT calculation (ωB97M-V/def2-TZVPD) of C24H49IN4PSm as an isolated structure.

Geometry as XYZ:
```
80
Properties=species:S:1:pos:R:3
Sm -0.27 -0.46 -0.22
C 3.42 -1.85 -0.45
C 2.44 -2.92 -0.01
N 1.29 -2.38 0.77
C 1.71 -2.23 2.18
C 0.82 -1.28 2.93
N 0.77 0.01 2.20
C 0.39 1.14 3.10
C 1.57 2.08 3.35
C 1.82 3.05 2.20
N 1.90 2.47 0.86
C 3.11 1.77 0.48
C 3.02 1.35 -0.98
N 2.12 0.19 -1.28
C 2.93 -1.02 -1.63
H 4.34 -2.35 -0.75
H 3.71 -1.20 0.38
H 2.95 -3.67 0.60
H 2.05 -3.44 -0.88
H 0.57 -3.11 0.75
H 2.73 -1.83 2.18
H 1.77 -3.20 2.68
H 1.20 -1.14 3.94
H -0.19 -1.67 3.02
H 1.73 0.19 1.91
H 0.05 0.72 4.04
H -0.45 1.68 2.67
H 2.46 1.48 3.58
H 1.38 2.66 4.25
H 2.74 3.62 2.37
H 1.01 3.78 2.19
H 1.11 1.84 0.74
H 3.38 0.91 1.11
H 3.95 2.47 0.57
H 4.01 1.12 -1.36
H 2.65 2.22 -1.54
H 1.66 0.43 -2.16
H 3.79 -0.68 -2.23
H 2.33 -1.65 -2.29
C 0.02 0.69 -4.48
C -1.36 1.16 -4.04
C -1.73 2.48 -4.74
C -1.48 1.35 -2.55
C -2.55 0.83 -1.81
C -2.77 1.19 -0.48
C -1.95 2.13 0.15
C -2.38 2.73 1.46
C -0.85 2.60 -0.55
C -0.60 2.19 -1.86
H 0.09 0.66 -5.57
H 0.25 -0.30 -4.11
H 0.80 1.39 -4.15
H -2.10 0.41 -4.33
H -0.97 3.24 -4.56
H -2.69 2.87 -4.40
H -1.79 2.32 -5.82
H -3.26 0.18 -2.30
H -3.64 0.81 0.03
H -1.57 3.29 1.94
H -2.76 1.98 2.16
H -3.19 3.44 1.28
H -0.19 3.33 -0.10
H 0.24 2.63 -2.39
I -2.10 -2.54 -2.60
C -0.11 -2.14 -1.98
H 0.42 -1.91 -2.90
H 0.25 -3.12 -1.65
C -2.84 -1.87 3.06
P -2.48 -2.03 1.27
C -4.16 -1.84 0.59
C -2.10 -3.81 1.12
H -3.72 -2.48 3.31
H -3.07 -0.83 3.31
H -2.02 -2.21 3.68
H -4.76 -2.72 0.83
H -4.14 -1.72 -0.49
H -4.64 -0.98 1.05
H -2.96 -4.41 1.43
H -1.28 -4.05 1.80
H -1.83 -4.07 0.10
```

The multiplicity is 6. The HOMO energy (spin up / spin down) comes out at -0.5082 / -0.5070 hartree. As for the total charge: +2. For the relative energy (zero: lowest compared OMol25 entry of this formula, charge and spin), the calculation gives 10.4 kcal per mole. For the energy, the calculation gives -2459.46976 hartree.


[3]
The following is a DFT calculation (ωB97M-V/def2-TZVPD) of a 6-piece molecular cluster, C24H49IO8P overall.

Geometry as XYZ:
```
83
Properties=species:S:1:pos:R:3
O 4.88 -3.24 2.38
C 4.77 -2.32 1.64
I 5.70 -2.43 -0.35
C 4.06 -1.03 1.89
C 2.53 -1.17 1.61
C 2.23 -0.93 0.09
O 1.77 -2.12 -0.46
P 1.43 -3.45 0.64
O 2.05 -2.42 1.95
H 4.50 -0.26 1.27
H 4.24 -0.80 2.94
H 1.99 -0.47 2.25
H 1.48 -0.13 0.01
H 3.17 -0.69 -0.42
H 1.02 -4.24 -0.49
H 2.78 -3.99 0.49
H 1.14 -4.51 1.59
H 0.10 -2.94 0.85
C 2.16 3.91 1.84
C 1.19 4.55 0.85
C 1.46 3.75 -0.42
O 1.81 2.44 0.02
C 2.07 2.44 1.42
H 1.88 4.06 2.88
H 3.17 4.29 1.69
H 0.17 4.40 1.17
H 1.35 5.62 0.71
H 2.29 4.17 -1.00
H 0.59 3.67 -1.07
H 1.24 1.94 1.93
H 2.98 1.88 1.63
C -3.78 6.81 1.32
C -3.30 6.19 0.01
C -1.78 6.25 0.17
O -1.52 6.14 1.57
C -2.74 6.28 2.31
H -4.79 6.53 1.59
H -3.73 7.90 1.27
H -3.62 5.15 -0.04
H -3.65 6.70 -0.88
H -1.37 7.20 -0.19
H -1.28 5.43 -0.35
H -3.01 5.29 2.68
H -2.58 6.95 3.15
C -3.59 0.64 2.24
C -2.15 1.14 2.40
C -2.28 2.59 1.94
O -3.61 3.01 2.28
C -4.39 1.87 2.66
H -3.81 -0.23 2.85
H -3.78 0.40 1.20
H -1.85 1.11 3.45
H -1.42 0.58 1.83
H -2.15 2.67 0.85
H -1.56 3.26 2.41
H -4.55 1.90 3.74
H -5.36 1.93 2.17
C 3.22 -5.91 -4.46
C 3.84 -5.29 -3.20
C 2.98 -4.04 -3.01
O 1.68 -4.38 -3.53
C 1.74 -5.60 -4.25
H 3.42 -6.98 -4.56
H 3.59 -5.40 -5.35
H 3.71 -5.96 -2.35
H 4.90 -5.05 -3.30
H 3.37 -3.20 -3.59
H 2.89 -3.74 -1.97
H 1.26 -6.39 -3.66
H 1.20 -5.49 -5.19
C -3.00 -4.06 -2.63
C -2.70 -2.60 -2.26
C -2.37 -2.72 -0.78
O -1.79 -4.01 -0.61
C -1.97 -4.79 -1.78
H -2.90 -4.27 -3.69
H -4.01 -4.33 -2.32
H -1.83 -2.25 -2.81
H -3.53 -1.92 -2.45
H -3.27 -2.65 -0.16
H -1.65 -1.97 -0.44
H -1.01 -4.87 -2.30
H -2.29 -5.80 -1.49
```

The HOMO energy comes out at -0.1416 hartree. As for the total charge: -1. For the energy, the calculation gives -2184.72763 hartree.


[4]
The following is a DFT calculation (ωB97M-V/def2-TZVPD) of C24H50AsBF6Mg2NO21 as an isolated structure.

Geometry as XYZ:
```
106
Properties=species:S:1:pos:R:3
Mg 18.71 -6.40 13.05
Mg 14.80 -1.73 7.97
O 13.38 -0.67 19.49
C 13.42 -1.74 18.93
O 13.63 -1.89 17.62
B 13.73 -3.33 17.26
O 13.43 -4.01 18.54
C 13.14 -3.13 19.49
O 12.88 -3.25 20.75
O 15.07 -3.74 16.81
C 14.99 -4.35 15.72
O 15.94 -4.93 15.21
C 13.48 -4.39 15.30
O 12.81 -3.68 16.19
O 13.05 -4.93 14.29
N 16.84 -4.85 9.62
O 17.47 -5.13 10.62
O 16.15 -3.81 9.62
O 16.95 -5.42 8.58
As 16.70 0.84 11.71
F 15.19 1.75 12.07
F 17.16 2.16 10.61
F 18.01 -0.24 11.24
F 15.97 -0.49 12.72
F 15.80 0.16 10.24
F 17.71 1.62 12.95
C 18.00 -10.21 5.29
O 18.00 -11.66 5.47
C 18.56 -12.24 4.27
C 18.70 -13.81 4.43
O 19.26 -14.68 3.38
C 20.68 -14.81 3.36
H 19.00 -9.84 5.09
H 17.64 -9.88 6.27
H 17.32 -9.80 4.54
H 19.54 -11.79 4.17
H 17.99 -11.89 3.41
H 17.77 -14.24 4.81
H 19.26 -14.06 5.33
H 21.04 -14.89 2.33
H 21.09 -15.71 3.81
H 21.18 -13.97 3.83
C 16.46 -9.34 11.49
O 17.81 -9.30 11.87
C 18.71 -9.94 10.96
C 19.54 -8.95 10.20
O 20.15 -8.07 11.16
C 21.38 -8.57 11.61
H 16.31 -9.27 10.41
H 15.80 -8.54 11.83
H 16.10 -10.34 11.73
H 18.27 -10.77 10.41
H 19.33 -10.51 11.65
H 18.89 -8.39 9.53
H 20.16 -9.45 9.46
H 21.56 -8.16 12.61
H 22.27 -8.24 11.07
H 21.42 -9.65 11.77
C 21.09 -3.33 12.76
O 20.79 -4.37 13.74
C 21.42 -4.17 15.03
C 20.97 -2.99 15.86
O 19.68 -3.12 16.54
C 19.12 -1.91 16.93
H 20.70 -2.40 13.17
H 20.62 -3.42 11.78
H 22.16 -3.21 12.66
H 22.48 -3.92 14.96
H 21.33 -5.09 15.61
H 21.06 -2.12 15.20
H 21.60 -2.90 16.74
H 18.35 -2.23 17.63
H 18.81 -1.33 16.06
H 19.79 -1.26 17.51
C 12.65 0.69 6.65
O 13.98 0.10 6.65
C 14.87 0.67 5.65
C 16.35 0.55 6.01
O 16.54 -0.66 6.78
C 17.95 -0.89 6.88
H 12.61 1.41 7.47
H 11.91 -0.10 6.79
H 12.53 1.32 5.76
H 14.65 1.73 5.59
H 14.64 0.29 4.65
H 16.70 1.36 6.64
H 16.96 0.66 5.11
H 18.27 -1.16 5.88
H 18.02 -1.78 7.50
H 18.68 -0.13 7.19
C 11.80 -2.24 9.67
O 12.43 -2.72 8.56
C 11.79 -3.74 7.77
C 12.90 -4.44 6.96
O 13.86 -3.58 6.45
C 14.29 -3.82 5.15
H 11.72 -3.04 10.41
H 10.80 -1.82 9.54
H 12.35 -1.52 10.26
H 10.99 -3.34 7.14
H 11.27 -4.44 8.42
H 12.45 -4.95 6.11
H 13.36 -5.25 7.53
H 13.43 -3.70 4.49
H 14.69 -4.83 5.08
H 14.98 -3.03 4.84
```

The HOMO energy comes out at -0.3620 hartree. As for the total charge: +1. For the relative energy (zero: lowest compared OMol25 entry of this formula, charge and spin), the calculation gives 279.8 kcal per mole. For the energy, the calculation gives -5838.82559 hartree.


[5]
The following is a DFT calculation (ωB97M-V/def2-TZVPD) of C24H50BBr4IN3O as an isolated structure.

Geometry as XYZ:
```
84
Properties=species:S:1:pos:R:3
C 3.60 -1.82 1.13
C 3.59 -1.53 -0.37
C 2.92 -0.21 -0.71
C 3.44 0.44 -2.00
C 2.41 0.51 -3.16
C 2.52 1.82 -3.96
C 1.34 2.77 -3.82
C 0.86 2.90 -2.38
C -0.08 4.10 -2.16
C -1.56 3.70 -2.12
C -2.15 3.51 -0.73
C -1.94 2.11 -0.20
B -2.46 0.93 -1.17
C -3.95 0.80 -1.60
O -1.52 0.04 -1.66
C -0.44 1.99 0.23
N -0.50 1.81 1.72
C -1.67 1.18 1.92
N -1.86 0.15 2.67
C -3.11 -0.60 2.91
C -3.81 -1.02 1.62
C -4.04 0.07 3.90
C -5.10 -0.94 4.36
C -6.49 -0.55 3.85
N -2.64 1.77 1.11
I -3.47 3.34 2.18
H 4.49 -2.36 1.41
H 3.58 -0.92 1.72
H 2.78 -2.46 1.42
H 4.62 -1.54 -0.71
H 3.05 -2.34 -0.83
H 1.84 -0.30 -0.69
H 3.17 0.46 0.10
H 3.78 1.43 -1.77
H 4.27 -0.14 -2.36
H 1.41 0.30 -2.81
H 2.65 -0.30 -3.84
H 3.41 2.34 -3.62
H 2.66 1.58 -5.00
H 0.51 2.46 -4.44
H 1.64 3.75 -4.17
H 0.35 1.98 -2.14
H 1.71 2.95 -1.71
H 0.23 4.56 -1.23
H 0.10 4.79 -2.97
H -2.12 4.49 -2.59
H -1.68 2.82 -2.75
H -1.65 4.20 -0.06
H -3.20 3.78 -0.75
H -4.47 0.03 -1.06
H -4.49 1.74 -1.53
H -3.96 0.53 -2.65
H -1.23 0.37 -2.52
H -0.01 1.08 -0.15
H 0.17 2.86 0.09
H 0.28 1.27 2.09
H -1.04 -0.18 3.16
H -2.80 -1.51 3.40
H -4.49 -0.23 1.33
H -3.08 -1.21 0.85
H -4.37 -1.92 1.82
H -3.43 0.33 4.76
H -4.49 0.95 3.48
H -4.87 -1.93 3.99
H -5.15 -0.96 5.44
H -7.10 -1.41 3.63
H -7.00 0.09 4.55
H -6.41 0.01 2.92
Br 5.80 -5.00 0.60
C 7.63 -4.35 0.57
C 7.95 -3.52 1.79
Br 7.17 -1.74 1.68
H 7.76 -3.80 -0.35
H 8.26 -5.24 0.55
H 9.02 -3.35 1.86
H 7.59 -3.96 2.71
Br -2.50 -4.28 0.24
C -1.19 -3.63 -1.05
C 0.15 -3.41 -0.41
Br 0.17 -1.78 0.66
H -1.60 -2.73 -1.49
H -1.12 -4.41 -1.81
H 0.92 -3.27 -1.16
H 0.44 -4.22 0.25
```

The HOMO energy comes out at -0.4329 hartree. As for the total charge: +1. For the energy, the calculation gives -11802.35858 hartree.